This record from the Open Molecules 2025 dataset describes a structure of composition C25H25IrN7O2. The level of theory is ωB97M-V/def2-TZVPD.

## Properties
Net charge: +2
⟨S²⟩: 0.794
Kohn-Sham gap (spin up / spin down) in eV: 6.15 / 3.88
2S+1: 2
ΔE to the lowest compared entry with this formula, charge and spin in kcal per mole: 21.9
HOMO energy (spin up / spin down) in eV: -12.66 / -12.66
E in hartree: -1605.27889

XYZ file:
```
60
Properties=species:S:1:pos:R:3:lowdin_spin:R:1
Ir -1.1341 0.3808 -0.9136 0.061
O -1.7277 -0.3721 0.9005 0.274
C -2.6060 0.1410 1.6598 0.076
C -2.9562 -0.6114 2.8312 0.152
C -3.9023 -0.1574 3.7060 -0.013
C -4.5422 1.0668 3.4671 0.220
C -4.2163 1.8352 2.3444 0.019
C -3.2702 1.4201 1.4277 0.107
C -3.0056 2.3103 0.3044 -0.013
N -2.1757 2.0717 -0.6378 0.057
C -1.8807 3.0531 -1.6948 0.006
C -1.6571 2.3109 -3.0081 0.001
N -0.8754 1.0883 -2.7357 0.004
C -0.1849 0.5067 -3.6678 -0.001
C 0.5033 -0.7322 -3.5415 0.007
C 1.3154 -1.1282 -4.6363 -0.002
C 1.9754 -2.3226 -4.6348 0.006
C 1.8325 -3.1826 -3.5303 0.000
C 1.0448 -2.8428 -2.4607 0.003
C 0.3611 -1.6148 -2.4313 0.003
O -0.3907 -1.3743 -1.3738 0.024
H -2.4341 -1.5472 2.9789 0.005
H -4.1590 -0.7381 4.5812 -0.004
H -5.2942 1.4266 4.1560 0.010
H -4.7222 2.7803 2.1904 -0.002
H -3.5573 3.2491 0.2922 -0.002
H -0.9621 3.5658 -1.3993 0.004
H -2.6800 3.7886 -1.7835 0.000
H -1.1321 2.9519 -3.7163 0.000
H -2.6138 2.0233 -3.4472 0.000
H -0.1317 1.0045 -4.6349 0.000
H 1.4019 -0.4603 -5.4848 0.000
H 2.5925 -2.6106 -5.4735 0.000
H 2.3514 -4.1323 -3.5255 0.000
H 0.9296 -3.5005 -1.6100 0.000
N 3.8778 2.8609 1.5648 0.000
C 2.7679 2.3416 1.0282 0.000
C 1.5185 2.4371 1.6754 0.000
C 0.4104 1.8874 1.0977 -0.001
N 0.4522 1.2516 -0.0885 -0.002
C 1.6411 1.1286 -0.7121 0.001
C 2.7922 1.6575 -0.2036 0.000
H 3.8574 3.3401 2.4483 0.000
H 4.7663 2.7868 1.1000 0.000
H 1.4236 2.9387 2.6284 0.000
H -0.5512 1.9584 1.5832 0.000
H 1.6466 0.5943 -1.6526 0.000
H 3.7156 1.5318 -0.7519 0.000
N 0.8541 -5.0187 2.3097 0.000
C 1.3490 -3.7590 2.2104 0.000
C 0.6404 -2.7309 1.5510 0.000
N 1.1085 -1.5031 1.4758 0.002
C 2.2915 -1.2630 2.0538 0.000
C 2.9840 -2.2699 2.7002 0.000
N 2.5247 -3.5130 2.7817 0.000
H 0.0660 -5.3105 1.7631 0.000
H 1.4526 -5.7271 2.6983 0.000
H -0.3137 -2.9325 1.0723 0.000
H 2.6858 -0.2581 2.0000 0.000
H 3.9425 -2.0768 3.1681 0.000
```